Entry 1:
ORCA calculation (ωB97M-V with the def2-TZVPD basis set) on C27H34F6N5O7PdS2 as an isolated structure.

Output
Charge: +1
ΔE to the lowest compared entry with this formula, charge and spin: 13.7 kcal/mol
E_HOMO: -12.05 eV
Largest force on an atom: 0.012 Eh/bohr

Cartesian coordinates (Å):
Pd1 -1.873 -0.068 -1.531
C1 4.443 1.590 0.568
C2 4.250 0.256 -0.170
C3 5.135 0.248 -1.416
C4 4.661 -0.910 0.744
C5 2.778 0.099 -0.521
C6 2.314 -0.056 -1.822
C7 0.962 -0.186 -2.041
N1 0.057 -0.182 -1.056
C8 0.464 -0.001 0.220
C9 1.816 0.117 0.484
C10 -0.556 0.085 1.313
C11 -0.191 0.438 2.607
C12 -1.148 0.500 3.614
C13 -2.463 0.225 3.245
C14 -2.746 -0.107 1.937
N2 -1.819 -0.189 0.984
C15 -0.803 0.826 5.064
C16 -1.214 -0.361 5.947
C17 0.690 1.088 5.254
C18 -1.577 2.080 5.495
H1 5.498 1.716 0.818
H2 3.876 1.631 1.498
H3 4.136 2.433 -0.054
H4 6.175 0.378 -1.117
H5 4.884 1.065 -2.096
H6 5.065 -0.697 -1.959
H7 5.721 -0.824 0.989
H8 4.503 -1.872 0.253
H9 4.102 -0.907 1.682
H10 2.978 -0.070 -2.673
H11 0.578 -0.271 -3.048
H12 2.135 0.235 1.507
H13 0.836 0.658 2.845
H14 -3.265 0.258 3.970
H15 -3.765 -0.324 1.635
H16 -0.690 -1.273 5.650
H17 -2.287 -0.553 5.896
H18 -0.964 -0.149 6.988
H19 1.294 0.217 4.988
H20 0.885 1.312 6.303
H21 1.029 1.946 4.668
H22 -2.657 1.934 5.426
H23 -1.308 2.936 4.878
H24 -1.339 2.318 6.533
O1 -3.929 0.223 -2.033
H25 -4.154 -0.148 -2.896
H26 -4.008 1.209 -2.158
F1 0.194 3.074 -3.153
C19 -1.101 3.091 -3.465
F2 -1.385 1.994 -4.176
F3 -1.380 4.160 -4.178
S1 -2.102 3.065 -1.915
O2 -1.522 1.937 -1.161
O3 -3.457 2.822 -2.363
N3 -1.842 4.428 -1.294
S2 -1.120 4.750 0.118
O4 -0.733 6.115 0.105
O5 -0.216 3.722 0.534
C20 -2.549 4.635 1.282
F4 -3.422 5.600 1.054
F5 -2.093 4.732 2.526
F6 -3.163 3.450 1.142
O6 2.186 -3.580 -5.495
C21 1.307 -4.693 -5.508
N4 0.154 -4.315 -4.740
C22 -0.112 -4.835 -3.513
O7 0.427 -5.811 -3.041
C23 -1.156 -4.104 -2.711
C24 -2.007 -4.819 -1.878
C25 -2.908 -4.129 -1.088
C26 -2.893 -2.747 -1.107
N5 -2.050 -2.055 -1.888
C27 -1.206 -2.727 -2.685
H27 2.914 -3.750 -6.103
H28 1.742 -5.567 -5.027
H29 1.009 -4.940 -6.528
H30 -0.389 -3.537 -5.076
H31 -1.940 -5.900 -1.857
H32 -3.601 -4.643 -0.438
H33 -3.554 -2.162 -0.482
H34 -0.544 -2.134 -3.299

Here are the Mulliken charges for atoms 1 to 4, given in e: atom 1 (Pd): 0.31, atom 2 (C): -1.55, atom 3 (C): 1.79, atom 4 (C): -2.13

Entry 2:
ORCA calculation (ωB97M-V with the def2-TZVPD basis set) on C27H34IrNO7P2 as an isolated structure.

Output
Charge: +3
ΔE to the lowest compared entry with this formula, charge and spin: 7.4 kcal/mol
⟨S²⟩: 0.756
E_HOMO (spin up / spin down): -17.14 / -17.13 eV
2S+1: 2
Largest force on an atom: 0.019 Eh/bohr

Cartesian coordinates (Å):
Ir1 -0.740 -0.369 0.945
O1 -1.211 3.348 1.819
C1 -1.650 2.404 1.267
O2 -1.253 1.132 1.869
C2 -2.624 2.333 0.158
C3 -3.687 3.228 0.249
C4 -4.709 3.184 -0.692
C5 -4.669 2.256 -1.717
C6 -3.588 1.389 -1.844
C7 -2.553 1.425 -0.919
P1 -1.019 0.519 -1.150
C8 -1.128 -1.056 -1.969
C9 -0.515 -2.086 -1.244
C10 -0.461 -3.389 -1.727
C11 -1.027 -3.653 -2.967
C12 -1.618 -2.640 -3.713
C13 -1.663 -1.332 -3.224
C14 0.189 1.585 -1.932
C15 0.848 1.145 -3.079
C16 1.762 1.976 -3.709
C17 2.027 3.234 -3.194
C18 1.379 3.670 -2.044
C19 0.456 2.853 -1.415
H1 -3.719 3.936 1.066
H2 -5.538 3.874 -0.614
H3 -5.472 2.214 -2.442
H4 -3.560 0.703 -2.679
H5 0.019 -1.885 -0.279
H6 0.028 -4.177 -1.172
H7 -0.989 -4.659 -3.363
H8 -2.034 -2.866 -4.686
H9 -2.093 -0.544 -3.828
H10 0.657 0.160 -3.486
H11 2.258 1.638 -4.609
H12 2.730 3.887 -3.693
H13 1.582 4.655 -1.647
H14 -0.044 3.230 -0.531
C20 3.707 -2.598 2.038
C21 2.252 -2.228 2.135
O3 2.122 -0.761 2.170
P2 1.509 0.153 1.082
O4 2.104 -0.103 -0.321
C22 3.521 0.186 -0.723
C23 3.911 -0.811 -1.771
O5 1.748 1.600 1.525
C24 1.735 2.116 2.938
C25 3.150 2.345 3.384
H15 3.810 -3.677 2.152
H16 4.275 -2.122 2.835
H17 4.131 -2.318 1.074
H18 1.791 -2.563 3.060
H19 1.675 -2.606 1.286
H20 4.129 0.124 0.179
H21 3.494 1.210 -1.089
H22 3.883 -1.831 -1.389
H23 4.934 -0.597 -2.086
H24 3.265 -0.733 -2.645
H25 1.207 1.382 3.545
H26 1.149 3.025 2.864
H27 3.716 1.415 3.416
H28 3.127 2.760 4.393
H29 3.654 3.061 2.738
N1 -4.025 -3.356 2.845
C26 -2.787 -2.825 3.514
C27 -1.981 -1.998 2.532
O6 -0.897 -1.499 2.888
O7 -2.445 -1.794 1.363
H30 -4.866 -3.191 3.403
H31 -3.971 -4.363 2.672
H32 -4.134 -2.884 1.935
H33 -2.194 -3.650 3.901
H34 -3.074 -2.193 4.353

Here are the Mulliken charges for atoms 1 to 4, given in e: atom 1 (Ir): 2.63, atom 2 (O): -0.43, atom 3 (C): -0.27, atom 4 (O): -0.42

Entry 3:
ORCA calculation (ωB97M-V with the def2-TZVPD basis set) on one molecule with the formula C27H34N2O3.

Output
Charge: 0
ΔE to the lowest compared entry with this formula, charge and spin: 3.0 kcal/mol
E_HOMO: -8.53 eV
SMILES: COc1ccc(CNC(=O)C[C@H]2C(=O)N(C3CCCCC3)C[C@@H]2Cc2ccccc2)cc1
Largest force on an atom: 0.012 Eh/bohr

Cartesian coordinates (Å):
C1 2.117 -7.317 -3.036
O1 1.064 -6.570 -3.595
C2 0.350 -5.742 -2.783
C3 0.576 -5.565 -1.423
C4 -0.215 -4.688 -0.701
C5 -1.233 -3.966 -1.305
C6 -2.086 -3.014 -0.507
N1 -1.302 -2.065 0.254
C7 -1.447 -0.727 0.145
O2 -2.227 -0.204 -0.621
C8 -0.572 0.044 1.125
C9 -0.590 1.544 0.857
C10 -0.824 2.350 2.132
O3 -1.476 2.005 3.094
N2 -0.160 3.518 2.008
C11 -0.220 4.565 3.004
C12 -0.729 5.882 2.416
C13 -0.866 6.925 3.521
C14 0.471 7.140 4.224
C15 0.993 5.825 4.793
C16 1.133 4.783 3.687
C17 0.565 3.628 0.762
C18 0.689 2.171 0.295
C19 0.866 2.043 -1.219
C20 1.065 0.617 -1.654
C21 0.154 0.000 -2.500
C22 0.340 -1.311 -2.901
C23 1.433 -2.029 -2.451
C24 2.349 -1.423 -1.609
C25 2.170 -0.107 -1.221
C26 -1.460 -4.158 -2.663
C27 -0.684 -5.031 -3.395
H1 2.537 -7.895 -3.858
H2 2.894 -6.668 -2.618
H3 1.757 -8.001 -2.260
H4 1.361 -6.103 -0.915
H5 -0.028 -4.577 0.358
H6 -2.727 -3.584 0.181
H7 -2.723 -2.424 -1.168
H8 -0.626 -2.435 0.902
H9 0.443 -0.354 1.102
H10 -0.991 -0.122 2.124
H11 -1.435 1.747 0.186
H12 -0.936 4.202 3.750
H13 -1.693 5.717 1.931
H14 -0.025 6.243 1.662
H15 -1.220 7.867 3.097
H16 -1.607 6.585 4.248
H17 0.354 7.872 5.027
H18 1.195 7.540 3.511
H19 1.959 5.984 5.276
H20 0.297 5.455 5.550
H21 1.487 3.837 4.101
H22 1.866 5.132 2.956
H23 1.536 4.103 0.915
H24 -0.004 4.220 0.032
H25 1.548 1.716 0.799
H26 -0.012 2.455 -1.719
H27 1.737 2.636 -1.515
H28 -0.711 0.546 -2.843
H29 -0.371 -1.777 -3.565
H30 1.571 -3.055 -2.761
H31 3.211 -1.974 -1.258
H32 2.902 0.364 -0.579
H33 -2.257 -3.617 -3.150
H34 -0.854 -5.182 -4.449

Here are the Mulliken charges for atoms 1 to 4, given in e: atom 1 (C): -0.86, atom 2 (O): -0.47, atom 3 (C): 0.81, atom 4 (C): -0.51

Entry 4:
ORCA calculation (ωB97M-V with the def2-TZVPD basis set) on a 2-piece molecular cluster, C27H34N2O5 overall at a distorted geometry.

Output
Charge: 0
ΔE to the lowest compared entry with this formula, charge and spin: 70.3 kcal/mol
E_HOMO: -4.81 eV
Largest force on an atom: 0.071 Eh/bohr

Cartesian coordinates (Å):
C1 -0.943 0.181 3.964
O1 -0.007 -0.447 3.007
C2 1.205 -0.778 3.451
C3 1.513 -2.139 3.957
O2 2.641 -2.471 4.290
O3 0.433 -2.952 3.924
C4 0.578 -4.260 4.488
C5 1.967 0.286 4.150
O4 2.302 0.193 5.326
O5 2.077 1.414 3.400
C6 2.746 2.504 4.035
H1 -1.913 0.156 3.465
H2 -0.952 -0.419 4.885
H3 -0.623 1.218 4.142
H4 -0.344 -4.782 4.226
H5 1.446 -4.778 4.060
H6 0.679 -4.186 5.579
H7 2.358 3.413 3.572
H8 2.523 2.471 5.104
H9 3.827 2.413 3.881
C7 -2.778 -3.869 -4.730
N1 -2.266 -4.119 -3.404
C8 -2.377 -5.503 -3.014
C9 -2.255 -5.715 -1.513
C10 -1.143 -4.867 -0.902
C11 -1.207 -3.443 -1.341
C12 -1.833 -3.122 -2.585
C13 -1.984 -1.751 -2.924
C14 -1.518 -0.759 -2.094
C15 -0.710 -1.070 -0.945
C16 0.019 -0.097 -0.227
C17 0.411 1.159 -0.733
C18 0.907 2.169 0.140
C19 1.039 3.482 -0.267
C20 0.732 3.847 -1.614
N2 0.740 5.160 -1.989
C21 0.678 5.525 -3.387
C22 1.314 6.192 -1.159
C23 1.101 5.931 0.323
C24 1.548 4.518 0.680
C25 0.432 2.818 -2.539
C26 0.346 1.506 -2.131
C27 -0.678 -2.439 -0.554
H10 -2.407 -2.931 -5.147
H11 -2.475 -4.693 -5.392
H12 -3.880 -3.839 -4.711
H13 -3.350 -5.877 -3.372
H14 -1.605 -6.090 -3.544
H15 -3.207 -5.452 -1.037
H16 -2.080 -6.775 -1.318
H17 -1.228 -4.896 0.189
H18 -0.161 -5.300 -1.146
H19 -2.494 -1.476 -3.850
H20 -1.758 0.279 -2.324
H21 0.308 -0.336 0.789
H22 1.148 1.904 1.176
H23 -0.137 5.006 -3.900
H24 0.508 6.606 -3.444
H25 1.622 5.289 -3.904
H26 2.399 6.262 -1.366
H27 0.870 7.147 -1.465
H28 1.674 6.667 0.893
H29 0.045 6.060 0.587
H30 1.224 4.270 1.696
H31 2.651 4.480 0.679
H32 0.286 3.070 -3.592
H33 0.200 0.729 -2.880
H34 -0.188 -2.701 0.389

Here are the Mulliken charges for atoms 1 to 4, given in e: atom 1 (C): -0.89, atom 2 (O): -0.25, atom 3 (C): 1.11, atom 4 (C): -0.02

Entry 5:
ORCA calculation (ωB97M-V with the def2-TZVPD basis set) on a 2-piece molecular cluster, C27H34N3O overall at a distorted geometry.

Output
Charge: +1
ΔE to the lowest compared entry with this formula, charge and spin: 46.5 kcal/mol
E_HOMO: -9.84 eV
Largest force on an atom: 0.062 Eh/bohr

Cartesian coordinates (Å):
C1 -6.008 3.280 1.014
O1 -5.249 2.174 1.451
C2 -4.187 1.824 0.636
C3 -3.495 0.638 0.953
C4 -2.459 0.190 0.190
C5 -2.045 0.893 -0.967
C6 -1.001 0.345 -1.739
C7 -0.551 0.696 -3.041
C8 0.640 0.117 -3.520
C9 1.130 0.430 -4.763
C10 0.461 1.325 -5.592
C11 1.029 1.691 -6.916
C12 -0.750 1.857 -5.159
C13 -1.251 1.545 -3.920
C14 -2.699 2.122 -1.241
C15 -3.738 2.565 -0.475
H1 -6.824 3.438 1.722
H2 -5.389 4.178 0.993
H3 -6.434 3.074 0.030
H4 -3.808 0.084 1.819
H5 -1.942 -0.719 0.449
H6 -0.473 -0.476 -1.279
H7 1.158 -0.586 -2.892
H8 2.044 -0.023 -5.107
H9 0.518 2.554 -7.343
H10 2.084 1.949 -6.823
H11 0.946 0.867 -7.625
H12 -1.306 2.510 -5.810
H13 -2.229 1.895 -3.655
H14 -2.320 2.759 -2.017
H15 -4.194 3.510 -0.708
C16 2.981 2.202 1.993
N1 2.052 1.096 2.205
C17 0.633 1.439 2.217
C18 2.452 -0.261 2.173
N2 1.532 -1.146 1.934
C19 1.705 -2.527 1.949
C20 0.435 -3.327 1.832
C21 -0.064 -3.675 0.586
C22 -1.168 -4.494 0.468
C23 -1.797 -4.965 1.600
C24 -1.332 -4.604 2.847
C25 -0.227 -3.785 2.959
N3 3.807 -0.585 2.455
C26 4.587 0.185 3.420
C27 4.535 -1.690 1.835
H16 3.862 1.855 1.458
H17 2.516 2.987 1.400
H18 3.279 2.632 2.949
H19 0.040 0.538 2.378
H20 0.425 2.142 3.026
H21 0.337 1.889 1.268
H22 2.354 -2.808 1.115
H23 2.233 -2.807 2.867
H24 0.436 -3.319 -0.297
H25 -1.528 -4.782 -0.507
H26 -2.641 -5.626 1.512
H27 -1.823 -4.975 3.732
H28 0.144 -3.513 3.931
H29 3.928 0.773 4.054
H30 5.164 -0.482 4.057
H31 5.281 0.845 2.903
H32 4.095 -1.959 0.878
H33 5.565 -1.398 1.644
H34 4.548 -2.557 2.495

Here are the Mulliken charges for atoms 1 to 4, given in e: atom 1 (C): -0.83, atom 2 (O): -0.41, atom 3 (C): 0.87, atom 4 (C): -0.71

Entry 6:
ORCA calculation (ωB97M-V with the def2-TZVPD basis set) on one molecule with the formula C27H34N4O.

Output
Charge: 0
ΔE to the lowest compared entry with this formula, charge and spin: 20.8 kcal/mol
E_HOMO: -7.90 eV
SMILES: OCC[C@H]1CN(Cc2cnc(-c3cccc4ccccc34)nc2)CCN1C1CCCCC1
Largest force on an atom: 0.013 Eh/bohr

Cartesian coordinates (Å):
O1 2.490 -0.536 1.975
C1 1.412 -0.992 1.193
C2 1.747 -1.025 -0.299
C3 0.636 -1.666 -1.155
C4 -0.601 -0.766 -1.211
N1 -0.277 0.463 -1.910
C5 -1.342 1.445 -1.806
C6 -1.479 1.903 -0.386
C7 -0.374 2.314 0.361
N2 -0.466 2.687 1.617
C8 -1.672 2.670 2.191
C9 -1.716 3.036 3.610
C10 -0.572 2.800 4.346
C11 -0.514 3.081 5.713
C12 -1.603 3.610 6.349
C13 -2.786 3.890 5.635
C14 -3.904 4.457 6.284
C15 -5.046 4.745 5.593
C16 -5.113 4.483 4.217
C17 -4.049 3.929 3.560
C18 -2.859 3.604 4.244
N3 -2.787 2.307 1.560
C19 -2.687 1.930 0.299
C20 0.063 0.146 -3.282
C21 1.278 -0.779 -3.307
N4 1.008 -1.965 -2.525
C22 1.859 -3.120 -2.760
C23 3.352 -2.834 -2.987
C24 4.117 -4.146 -3.141
C25 3.572 -4.950 -4.318
C26 2.083 -5.221 -4.132
C27 1.318 -3.912 -3.959
H1 3.257 -1.094 1.803
H2 1.096 -1.994 1.525
H3 0.602 -0.289 1.396
H4 1.928 -0.008 -0.644
H5 2.664 -1.608 -0.428
H6 0.342 -2.615 -0.687
H7 -1.412 -1.313 -1.725
H8 -0.935 -0.528 -0.201
H9 -2.311 1.053 -2.168
H10 -1.068 2.300 -2.433
H11 0.616 2.331 -0.075
H12 0.286 2.376 3.846
H13 0.394 2.872 6.259
H14 -1.574 3.826 7.408
H15 -3.834 4.663 7.343
H16 -5.897 5.180 6.096
H17 -6.016 4.725 3.676
H18 -4.110 3.723 2.504
H19 -3.615 1.634 -0.177
H20 -0.779 -0.350 -3.798
H21 0.300 1.071 -3.813
H22 2.154 -0.220 -2.942
H23 1.467 -1.078 -4.339
H24 1.769 -3.759 -1.874
H25 3.764 -2.263 -2.153
H26 3.480 -2.239 -3.893
H27 5.179 -3.938 -3.293
H28 4.020 -4.735 -2.225
H29 4.115 -5.893 -4.408
H30 3.726 -4.386 -5.241
H31 1.693 -5.767 -4.993
H32 1.937 -5.845 -3.247
H33 1.415 -3.312 -4.866
H34 0.257 -4.110 -3.802

Here are the Mulliken charges for atoms 1 to 4, given in e: atom 1 (O): -0.52, atom 2 (C): -0.63, atom 3 (C): 0.01, atom 4 (C): -0.24

| no. | energy (eV) |
| --- | --- |
| 1 | -91784.40756 |
| 2 | -65766.06975 |
| 3 | -37675.56158 |
| 4 | -41764.68981 |
| 5 | -35060.49783 |
| 6 | -36559.25471 |